{"formula": "C3H9N5O", "method": "wB97M-V/def2-TZVPD", "symbols": ["C", "C", "C", "H", "H", "H", "H", "H", "H", "H", "H", "H", "N", "N", "N", "N", "N", "O"], "positions_angstrom": [[0.077, 2.875, -1.248], [0.189, 1.420, -0.494], [0.279, -1.333, 0.362], [1.040, 3.576, -1.091], [-1.058, 3.184, -0.878], [-0.181, 2.410, -2.349], [1.289, 0.863, -0.221], [-1.518, -0.743, 1.196], [0.709, -2.317, -1.215], [-1.271, -0.243, -1.118], [0.136, -0.946, 2.875], [1.044, -2.391, 3.058], [-0.922, 1.055, -0.011], [-0.814, -0.361, 0.499], [0.519, -1.337, -1.084], [0.856, -2.208, 1.092], [0.382, -1.998, 2.379], [-0.754, -1.505, -1.753]], "energy_ha": -468.36141, "homo_lumo_gap_ev": 8.653, "e_above_lowest_kj_mol": 957.7}

=====

{"formula": "CH2BrPSi", "method": "wB97M-V/def2-TZVPD", "symbols": ["C", "Si", "P", "Br", "H", "H"], "positions_angstrom": [[-2.648, 0.675, -0.065], [2.506, -0.101, 0.244], [-2.009, -0.714, -0.368], [-3.160, 2.385, 0.257], [3.526, -0.811, -0.616], [1.785, -1.435, 0.548]], "energy_ha": -3243.99244, "homo_lumo_gap_ev": 7.830, "e_above_lowest_kj_mol": 213.2}